No. 1
Computed, not measured: a structure of composition C34H31GeN3S2W, with ωB97M-V/def2-TZVPD.

Structure (XYZ):
```
72
Properties=species:S:1:pos:R:3:forces:R:3:mulliken_charge:R:1
W -0.154852 0.691673 -0.151334 -0.4 -0.2 -0.6 2.018
S -3.332587 0.829872 -3.402417 -0.1 -0.1 0.0 -0.215
C -2.175159 2.022171 -3.812953 -0.1 -0.1 0.0 -0.513
C -1.253186 2.200272 -2.826356 0.1 0.2 -0.1 -0.483
C -1.471638 1.366379 -1.694000 0.1 0.2 0.0 -0.249
C -2.564051 0.563786 -1.889430 0.0 0.0 -0.1 -0.150
C -2.981788 -0.304156 -0.805050 0.1 0.2 -0.1 1.223
C -4.150901 -1.036267 -0.759014 -0.2 -0.2 0.1 -0.865
C -4.514249 -1.662953 0.424227 0.1 0.1 -0.1 -0.525
C -3.711518 -1.507454 1.543536 -0.1 0.0 -0.1 -1.261
C -2.534819 -0.801807 1.409160 0.1 0.0 0.0 -0.208
N -2.131736 -0.252758 0.256671 -0.1 -0.1 0.0 -0.234
H -2.245973 2.530657 -4.762115 0.0 0.0 0.0 0.473
H -0.449775 2.921747 -2.906642 0.0 0.0 0.0 0.406
H -4.790064 -1.085383 -1.630297 0.0 0.0 0.0 0.414
H -5.430975 -2.235638 0.476716 0.0 0.0 0.0 0.456
H -3.973193 -1.939025 2.498509 0.0 0.0 0.0 0.518
H -1.878468 -0.668009 2.248966 0.1 0.0 0.1 0.765
C 1.034977 -0.491822 -0.968394 0.4 0.2 0.6 -1.097
H 2.032207 -0.908410 -0.998134 -0.1 -0.2 -0.2 0.529
H 0.301831 -0.827786 -1.733709 -0.1 0.1 -0.1 0.522
C 4.186161 3.327872 2.683153 0.0 0.0 0.0 -1.443
C 3.201446 3.089470 1.594477 0.1 0.0 0.3 1.099
C 3.484831 3.109786 0.260666 0.2 0.0 -0.4 -1.240
C 2.523862 2.642881 -0.653797 -0.1 0.0 0.1 0.910
N 1.276398 2.412482 -0.240811 0.3 -0.5 0.2 -0.137
C 0.946071 2.590901 1.067592 -0.1 0.8 -0.1 -0.416
S -0.691311 2.675423 1.447935 0.1 -0.4 0.1 -0.369
N 1.938960 2.786836 1.970210 -0.2 0.0 0.2 0.364
C 2.837135 2.406853 -2.086387 0.0 0.0 0.0 -1.431
H 5.155293 3.594703 2.271737 0.0 0.0 0.0 0.408
H 4.284313 2.417996 3.280350 0.0 0.0 0.0 0.296
H 3.843170 4.120613 3.349260 0.0 0.0 0.0 0.394
H 4.479907 3.364260 -0.073178 0.0 0.0 0.0 0.515
H 1.690317 2.677867 2.951764 0.1 0.1 0.0 0.043
H 3.899258 2.233646 -2.243403 0.0 0.0 0.0 0.428
H 2.548485 3.295789 -2.653359 0.0 0.0 0.0 0.345
H 2.257119 1.564455 -2.458791 0.0 0.0 0.0 0.320
C 5.388846 -2.180308 1.280046 -0.1 0.0 0.0 -0.639
C 4.426791 -3.048908 1.778350 0.0 0.1 0.0 -0.784
C 3.113115 -2.620394 1.950851 0.1 0.0 0.0 -0.801
C 2.725419 -1.321207 1.621304 0.0 -0.1 0.1 -0.292
C 3.709795 -0.465804 1.121107 0.0 -0.1 0.0 -0.064
C 5.025395 -0.880882 0.951362 -0.1 0.0 0.0 -0.717
Ge 0.859636 -0.724087 1.938187 0.3 0.1 0.0 1.848
C -0.100754 -2.393623 2.316463 0.0 0.0 0.2 -0.362
C -0.394015 -3.287670 1.287327 -0.1 -0.1 0.1 -0.506
C -1.114495 -4.450176 1.536412 0.1 0.1 -0.1 -0.784
C -1.559751 -4.732368 2.820878 0.0 0.1 0.1 -0.555
C -1.270355 -3.853417 3.857216 0.0 0.0 0.0 -0.708
C -0.543339 -2.693138 3.606745 -0.1 -0.1 -0.1 -0.052
C 1.049494 0.270569 3.648762 -0.1 -0.1 -0.1 -0.342
C -0.030959 0.950736 4.216161 0.1 0.1 0.1 -0.072
C 0.124729 1.743677 5.350604 0.0 0.0 -0.1 -0.826
C 1.375976 1.872355 5.941314 0.0 0.0 -0.1 -0.648
C 2.459634 1.185848 5.404204 0.0 0.0 0.0 -0.567
C 2.294392 0.392323 4.271886 0.1 0.1 0.1 -0.124
H 6.410611 -2.510735 1.145692 0.0 0.0 0.0 0.387
H 4.694326 -4.065281 2.038878 0.0 0.0 0.0 0.427
H 2.386815 -3.319697 2.349122 0.0 0.0 0.0 0.388
H 3.448832 0.549043 0.843574 0.0 0.0 0.0 0.688
H 5.767083 -0.193499 0.559695 0.0 0.0 0.0 0.448
H -0.063700 -3.079645 0.275073 0.0 0.0 0.0 0.344
H -1.327596 -5.134148 0.723904 0.0 0.0 0.0 0.415
H -2.121419 -5.636674 3.016153 0.0 0.0 0.0 0.400
H -1.602844 -4.072974 4.864627 0.0 0.0 0.0 0.408
H -0.323940 -2.021330 4.429928 0.0 0.0 0.0 0.354
H -1.013748 0.877697 3.765681 0.0 0.0 0.0 0.364
H -0.728817 2.261882 5.770038 0.0 0.0 0.0 0.437
H 1.500521 2.488207 6.822715 0.0 0.0 0.0 0.405
H 3.432619 1.257340 5.876458 0.0 0.0 0.0 0.489
H 3.150352 -0.141086 3.872458 0.0 0.0 0.0 0.431
```
Positions in Å, forces in eV/Å.

Spin multiplicity = 2
Relative energy (zero: lowest compared OMol25 entry of this formula, charge and spin) = 4.6 kcal per mole
<S²> = 0.77
Frontier orbital gap (spin up / spin down) = 0.2332 / 0.2312 hartree
Calculated total energy = -120236.7064 eV
Charge = +1

=====

No. 2
Computed, not measured: a structure of composition C34H31N3O3PRuS, with ωB97M-V/def2-TZVPD.

Structure (XYZ):
```
74
Properties=species:S:1:pos:R:3:forces:R:3:mulliken_charge:R:1
Ru 0.106028 -0.116535 -0.956715 -0.3 -0.9 1.0 -0.145
C 2.540952 4.279792 -2.266104 0.0 0.0 0.0 -0.509
C 3.420734 3.210034 -2.352827 0.0 -0.1 -0.1 -0.818
C 3.240751 2.087538 -1.555504 0.0 0.0 0.1 -0.196
C 2.170303 2.041762 -0.666175 0.0 0.1 0.2 0.479
C 1.262845 3.106124 -0.606798 0.1 -0.1 0.0 -0.579
C 1.454989 4.224655 -1.401507 -0.1 0.0 0.0 -0.727
P 1.855784 0.674070 0.504872 0.5 0.1 -0.3 2.046
C 2.226320 1.414444 2.118908 -0.3 -0.1 -0.1 0.164
C 1.631174 0.897158 3.265751 0.0 0.0 -0.1 -0.320
C 1.998074 1.384378 4.510926 0.0 0.0 0.0 -0.635
C 2.954120 2.384448 4.608849 0.0 0.0 0.0 -0.538
C 3.545965 2.903079 3.464459 0.0 0.0 0.0 -0.662
C 3.183453 2.423547 2.216161 -0.1 0.0 0.0 -0.403
C 3.178750 -0.522628 0.233003 0.0 -0.1 0.1 0.518
C 4.337238 -0.655980 0.957708 -0.2 0.1 -0.1 -0.561
C 5.286883 -1.617587 0.568309 0.1 -0.1 0.0 -0.944
C 5.075041 -2.411902 -0.527759 0.1 0.0 0.0 -0.887
C 3.885328 -2.306863 -1.283768 -0.2 0.2 0.1 0.791
C 3.607260 -3.104423 -2.419341 0.0 -0.1 -0.1 -0.730
C 2.423851 -2.970361 -3.097293 0.1 -0.1 -0.1 -0.924
C 1.448835 -2.054795 -2.661369 0.1 0.0 0.1 -0.247
C 1.673709 -1.258571 -1.556800 -0.6 0.3 0.1 -0.308
C 2.912081 -1.365438 -0.869616 0.2 -0.1 0.0 0.460
H 2.703744 5.160514 -2.873257 0.0 0.0 0.0 0.403
H 4.252773 3.246698 -3.043901 0.0 0.0 0.0 0.440
H 3.933936 1.256837 -1.611497 0.0 0.0 0.0 0.449
H 0.425294 3.053219 0.081496 0.0 0.1 0.0 0.401
H 0.762193 5.053900 -1.340401 0.0 0.0 0.0 0.450
H 0.885177 0.115888 3.176862 0.0 0.0 0.0 0.450
H 1.538069 0.986338 5.405611 0.0 0.0 0.0 0.425
H 3.237898 2.767664 5.580061 0.0 0.0 0.0 0.395
H 4.291121 3.683790 3.542156 0.0 0.0 0.0 0.426
H 3.640746 2.826863 1.321378 0.0 0.0 0.0 0.460
H 4.527120 -0.024297 1.816139 0.0 0.0 0.0 0.475
H 6.199602 -1.720024 1.140291 0.0 0.0 0.0 0.436
H 5.819369 -3.142350 -0.821198 0.0 0.0 0.0 0.426
H 4.342871 -3.828701 -2.747718 0.0 0.0 0.0 0.419
H 2.221281 -3.587283 -3.962999 0.0 0.0 0.0 0.430
H 0.503445 -1.999117 -3.189507 0.0 0.0 0.0 0.513
C -4.735618 -1.508420 2.542791 0.1 -0.1 -0.1 -1.071
C -4.312175 -2.682673 1.666755 -0.1 0.1 0.1 -0.655
N -2.872868 -2.721812 1.373684 0.0 0.1 -0.1 0.095
C -2.030052 -3.633236 2.151632 0.2 0.1 0.1 -1.027
C -1.302674 -2.930202 3.294608 -0.1 -0.1 -0.1 -0.411
C -2.381940 -1.914059 0.430792 0.5 0.0 0.1 0.711
S -0.683731 -2.146904 -0.011798 0.0 0.2 -0.2 -0.470
N -3.213547 -1.101707 -0.176576 -0.6 0.3 -0.2 -0.181
C -2.958071 0.022006 -0.834632 0.0 -0.6 0.3 0.207
O -1.869219 0.661179 -0.789206 0.5 0.2 0.0 -0.875
C -4.076914 0.578850 -1.631697 -0.1 0.2 0.0 0.567
C -5.384572 0.134198 -1.436885 0.1 0.0 0.0 -0.092
C -6.420952 0.689447 -2.167103 0.0 0.0 0.0 -0.745
C -6.159937 1.684088 -3.100138 -0.1 0.0 0.0 -0.375
C -4.859520 2.122350 -3.304477 0.0 0.1 -0.1 -0.696
C -3.821673 1.578199 -2.568308 0.0 0.0 0.0 -0.393
H -5.815737 -1.536800 2.689178 0.0 0.0 0.0 0.358
H -4.475885 -0.564136 2.068265 0.0 0.0 0.0 0.242
H -4.255811 -1.555658 3.520547 0.0 0.0 0.0 0.346
H -4.842657 -2.649550 0.714852 0.0 0.0 0.0 0.403
H -4.557572 -3.619849 2.162299 0.0 0.0 0.0 0.403
H -1.310822 -4.111386 1.489111 0.0 0.0 0.0 0.566
H -2.678059 -4.409764 2.552070 0.0 0.0 -0.1 0.366
H -0.630246 -2.165049 2.906604 0.0 0.0 0.0 -0.143
H -0.713924 -3.656646 3.855057 0.0 0.0 0.0 0.399
H -2.013293 -2.461461 3.975162 0.0 0.0 0.0 0.286
H -5.574202 -0.639203 -0.707837 0.0 0.0 0.0 0.347
H -7.434540 0.347801 -2.004191 0.0 0.0 0.0 0.418
H -6.974400 2.120592 -3.663406 0.0 0.0 0.0 0.397
H -4.657311 2.893603 -4.036126 0.0 0.0 0.0 0.407
H -2.805172 1.919596 -2.714563 0.0 0.0 0.0 0.357
O 0.896628 2.154317 -4.407192 0.2 0.3 -0.5 -0.307
N 0.119181 1.794168 -3.618160 0.0 0.0 0.3 0.485
O 0.102181 0.812237 -2.922000 -0.1 -0.1 -0.7 -0.243
```
Positions in Å, forces in eV/Å.

Spin multiplicity = 5
Relative energy (zero: lowest compared OMol25 entry of this formula, charge and spin) = 30.7 kcal per mole
<S²> = 6.05
Frontier orbital gap (spin up / spin down) = 0.2495 / 0.2085 hartree
Calculated total energy = -69071.0351 eV
Charge = +1